(1)
ORCA calculation (ωB97M-V/def2-TZVPD) on a structure of composition C33H26Cl2N5O2SV.

The geometry in XYZ format:
```
70
Properties=species:S:1:pos:R:3:forces:R:3
V -0.3633 -0.3274 -0.6787 0.218 0.190 -0.334
Cl -2.9191 -2.5687 2.9519 0.003 0.031 -0.020
Cl -2.8349 1.2848 -0.8276 -0.191 0.132 0.099
S -2.1172 -1.6351 -0.0064 -0.273 -0.191 0.081
O -0.6806 -1.2171 -2.5690 -0.123 -0.129 -0.060
O 0.1931 1.1992 -1.3260 0.076 0.212 0.083
N 0.8059 -1.7175 -0.4109 0.233 -0.077 -0.040
N 0.1278 -0.2117 1.4065 -0.053 0.127 0.282
N 2.2986 2.0892 0.3057 0.020 -0.024 -0.042
N 0.6373 -1.2461 1.8806 0.030 -0.043 -0.135
N 3.0229 -0.2974 -0.5211 0.073 -0.156 0.209
C -0.0694 0.6358 3.7118 -0.027 -0.048 0.003
C -3.0171 -0.5947 1.0897 0.053 0.007 -0.070
C -0.9457 -3.3664 -3.4601 0.064 -0.095 0.019
C 0.4054 -4.5014 0.1485 0.004 -0.017 0.008
C -0.8019 2.9022 4.0574 0.008 -0.012 0.014
C -3.4039 0.6883 0.7096 0.031 0.034 -0.044
C -0.5803 2.0551 1.8224 0.018 0.077 0.021
C 0.7381 -3.5220 1.1766 0.021 -0.067 0.002
C -0.8968 3.0908 2.6872 0.012 -0.023 -0.008
C -4.1499 1.5232 1.5155 -0.006 -0.014 0.020
C 0.1418 2.5001 -1.7400 0.019 -0.295 0.037
C 3.1269 -1.3970 -1.1107 -0.093 0.106 0.002
C -0.8297 2.8652 -2.6611 -0.098 0.013 -0.089
C 1.8335 -2.1414 -1.2992 0.028 0.096 0.022
C 3.6014 1.6466 0.7817 -0.028 0.034 -0.014
C -0.3869 1.6752 4.5660 -0.011 0.026 -0.007
C -4.5269 1.0667 2.7698 0.002 0.015 -0.010
C 0.7362 -4.4704 -1.1500 -0.002 0.009 0.023
C 0.9808 4.7415 -1.7648 -0.013 0.058 -0.037
C 0.0816 -5.3700 -2.1640 -0.025 0.018 -0.045
C -0.1508 -2.2981 -2.8671 -0.021 0.182 0.052
C -0.8153 -4.6656 -3.1561 0.001 0.009 0.012
C -4.1465 -0.1936 3.1979 -0.008 0.001 0.021
C -0.0229 5.1278 -2.6371 0.010 -0.043 0.022
C -3.3974 -1.0103 2.3654 -0.009 -0.025 0.057
C 1.3140 -2.4919 -2.6612 0.026 -0.129 0.007
C 2.2769 3.0617 -0.4962 -0.131 0.004 -0.040
C 1.7699 -3.5760 -1.7245 0.013 -0.027 -0.042
C 1.0854 3.4342 -1.2965 0.245 -0.051 0.152
C -0.9202 4.1754 -3.1007 0.033 -0.007 0.033
C 0.8296 -2.2130 0.8833 -0.026 0.101 0.034
C 4.1144 0.6027 -0.2205 -0.078 0.025 -0.105
C -0.1704 0.8353 2.3379 -0.027 -0.044 -0.117
H -0.0874 6.1519 -2.9769 0.008 0.004 0.004
H -0.3142 1.5280 5.6351 -0.003 0.003 0.000
H 4.3860 1.1256 -1.1428 0.042 -0.019 0.000
H -1.6869 4.4456 -3.8144 0.005 0.007 -0.001
H -1.2101 4.0453 2.2852 0.000 -0.001 0.008
H 2.7079 -4.0566 -1.9882 0.002 0.004 -0.001
H 0.6976 -3.8082 2.2190 -0.001 -0.003 -0.003
H -4.4180 2.5128 1.1734 0.004 -0.005 -0.005
H 4.3275 2.4649 0.8583 -0.003 0.002 0.006
H -1.0492 3.7103 4.7331 0.002 -0.004 0.002
H -0.2744 -5.2829 0.4753 0.002 0.011 0.015
H -1.4978 2.1073 -3.0496 -0.002 -0.002 0.012
H -1.7721 -3.0471 -4.0835 0.003 0.015 0.001
H 4.0574 -1.8458 -1.4800 -0.015 0.010 -0.069
H 3.4793 1.1932 1.7663 0.001 -0.002 -0.002
H -0.5271 -6.1256 -1.6634 0.000 0.001 0.000
H 5.0028 0.0845 0.1522 -0.010 -0.003 0.023
H 1.9083 -2.2749 -3.5421 -0.002 -0.002 -0.003
H -4.4238 -0.5517 4.1793 0.005 -0.008 -0.005
H 1.7231 5.4605 -1.4381 -0.017 0.018 -0.017
H 0.8345 -5.9247 -2.7379 0.005 0.001 0.004
H 3.1769 3.6597 -0.7042 -0.021 0.024 -0.020
H -5.1105 1.7025 3.4211 0.000 -0.001 -0.003
H -1.5223 -5.3311 -3.6420 0.005 -0.007 0.007
H -0.6259 2.2130 0.7548 -0.004 -0.032 -0.014
H 0.2437 -0.3247 4.0940 -0.005 -0.002 0.008
```
Positions in Å, forces in eV/Å.

As for the LUMO energy (alpha / beta): -4.0 / -3.9 eV. As for the expectation value of S²: 0.77. For the HOMO energy (alpha / beta), the calculation gives -10.9 / -10.9 eV. As for the multiplicity: 2. The total charge is +1.

(2)
ORCA calculation (ωB97M-V/def2-TZVPD) on a structure of composition C38H34FN2O4PS2Se2V.

The geometry in XYZ format:
```
85
Properties=species:S:1:pos:R:3:forces:R:3
Se -0.5683 0.1197 -3.5497 0.076 -0.129 0.122
Se -0.0186 2.5889 -0.9898 0.169 -0.132 0.149
V 0.0018 -0.0604 -0.3334 -0.755 -0.006 -0.219
S -0.2063 0.4071 1.9970 0.133 -0.027 -0.278
S -2.4101 -4.5480 2.7897 -0.070 0.115 0.005
P -0.1847 2.1661 -3.1023 -0.002 0.044 0.038
F 1.4670 -6.1528 -0.4860 0.014 -0.007 0.014
O -1.0655 -4.7579 2.3351 -0.068 -0.012 0.018
O -1.8833 -0.3431 -0.4722 0.803 -0.120 0.095
O -3.9934 0.3359 -0.4017 0.063 0.031 0.163
O -3.2009 -5.6511 3.2736 0.044 0.057 -0.087
N 2.1670 0.3097 0.1069 -0.164 -0.136 -0.165
N -3.3235 -3.8391 1.6327 0.056 -0.178 0.207
C -3.3131 -3.2580 5.0302 -0.116 -0.074 0.077
C 4.1335 1.3835 3.0673 -0.070 0.000 0.043
C 2.4826 0.6978 1.3852 0.178 -0.006 -0.009
C 1.3398 2.7421 -3.9504 -0.001 -0.051 -0.009
C 3.1202 0.1971 -0.7982 0.039 -0.007 0.065
C 0.4125 -4.2905 -1.4708 0.057 -0.105 0.028
C -3.3373 4.8792 -5.0800 -0.015 0.021 -0.001
C -2.6358 3.9432 -5.8304 -0.011 0.002 -0.025
C -1.3365 -2.3521 3.9923 0.083 0.029 -0.036
C -1.4421 3.2537 -3.8559 -0.033 -0.019 0.004
C 3.2337 4.2247 -4.0751 0.018 0.031 0.010
C 1.8181 1.1375 3.6536 -0.078 -0.005 -0.011
C 0.5765 -2.1072 -0.3979 -0.033 0.560 0.019
C -3.2788 -2.2443 5.9695 0.009 0.007 -0.013
C 4.4697 0.5136 -0.5049 -0.061 0.019 0.103
C -1.3243 -1.3299 4.9308 -0.007 0.003 0.060
C 2.8755 2.5937 -5.8008 0.046 0.013 -0.033
C -2.2846 -0.1452 6.9353 0.014 0.035 0.021
C -2.3359 -3.3065 4.0474 0.038 -0.012 -0.141
C -2.7905 -2.8078 0.7342 0.036 -0.031 -0.046
C -1.6965 3.1311 -5.2200 0.006 -0.012 -0.030
C -3.3519 -1.4293 1.0735 0.050 0.090 0.060
C 1.6518 -4.0618 0.5911 -0.009 -0.083 -0.023
C 3.6244 3.6341 -5.2681 0.015 -0.003 -0.031
C 3.8138 1.0054 1.7453 0.030 0.050 0.064
C -2.1496 4.1832 -3.1076 0.018 -0.002 0.032
C 4.8084 0.9173 0.7459 -0.021 -0.034 -0.081
C 1.3447 -2.7070 0.6024 -0.002 -0.001 0.012
C 2.0959 3.7807 -3.4181 -0.035 0.022 0.009
C 1.7401 2.1465 -5.1431 -0.021 -0.045 0.043
C -3.0959 4.9940 -3.7207 -0.028 0.028 0.005
C 1.1779 -4.8255 -0.4546 -0.016 0.016 -0.017
C -3.0903 -0.3725 0.0011 -0.487 -0.148 -0.159
C 0.1195 -2.9334 -1.4267 -0.062 0.000 -0.038
C 2.7837 -0.2639 -2.1762 0.002 -0.007 -0.011
C -2.2883 -1.2616 5.9287 0.008 -0.051 -0.043
C 1.4553 0.7680 2.3714 -0.032 0.067 0.161
C 3.1386 1.4437 4.0040 0.124 0.008 -0.022
H -3.1543 0.5011 6.8009 0.000 -0.004 -0.002
H 2.0318 -1.0494 -2.1554 -0.015 -0.012 0.001
H -1.3922 0.4714 6.8338 -0.004 -0.002 0.000
H 1.0458 1.1974 4.4104 -0.033 0.007 -0.026
H 3.6745 -0.6350 -2.6830 0.006 0.014 0.007
H 1.1743 1.3056 -5.5272 -0.001 0.010 -0.006
H 0.0564 -4.9307 -2.2687 0.000 0.003 0.012
H -4.4272 -1.4967 1.2379 0.007 0.047 -0.078
H -1.7024 -2.8220 0.7822 0.036 0.040 -0.027
H 1.7074 -2.1088 1.4336 0.007 -0.001 0.004
H -2.8295 3.8398 -6.8911 0.000 0.001 0.010
H -0.5857 -2.3860 3.2121 -0.012 -0.013 0.011
H -1.1707 2.3822 -5.8002 0.009 -0.001 0.006
H -0.4959 -2.5134 -2.2165 0.000 -0.014 0.006
H -3.0549 -3.0924 -0.2861 0.019 0.052 -0.006
H -4.0785 5.5093 -5.5565 0.005 -0.002 0.008
H -3.9993 -4.4935 1.2685 -0.030 0.044 0.003
H 4.5168 3.9768 -5.7779 -0.007 -0.001 0.006
H -2.3179 -0.5332 7.9550 -0.003 -0.002 -0.002
H 3.8198 5.0291 -3.6475 0.000 -0.008 -0.009
H 5.2026 0.4208 -1.2942 0.029 0.002 0.014
H 2.2202 -4.5293 1.3848 0.002 -0.006 -0.011
H -3.6497 5.7097 -3.1258 -0.004 -0.003 -0.018
H -1.9701 4.2584 -2.0426 0.006 -0.011 -0.008
H 3.1832 2.1198 -6.7250 -0.001 0.004 0.008
H -0.5575 -0.5683 4.8642 -0.015 -0.015 -0.002
H -2.9021 -1.0734 2.0049 0.027 -0.012 0.037
H -4.0365 -2.2081 6.7442 -0.001 0.007 0.001
H 2.3775 0.5598 -2.7628 -0.017 0.043 -0.031
H 5.8329 1.1624 1.0015 0.007 -0.001 -0.008
H 3.3586 1.7281 5.0259 0.031 0.003 -0.013
H 1.7986 4.2216 -2.4750 0.005 0.011 0.010
H -4.0846 -4.0170 5.0544 0.020 0.012 -0.011
H 5.1629 1.6153 3.3116 -0.007 0.003 0.017
```
Positions in Å, forces in eV/Å.

As for the LUMO energy (alpha / beta): 2.2 / 2.1 eV. As for the expectation value of S²: 2.02. For the HOMO energy (alpha / beta), the calculation gives -4.8 / -5.2 eV. As for the multiplicity: 3. The total charge is -1.

(3)
ORCA calculation (ωB97M-V/def2-TZVPD) on the molecule C3HFN2O2 in a non-equilibrium geometry.

The geometry in XYZ format:
```
9
Properties=species:S:1:pos:R:3:forces:R:3
F 1.8926 0.0986 1.0382 -0.971 -1.283 -1.949
O 0.4317 -1.6144 0.4860 0.472 -0.820 0.123
O 1.1559 -0.3602 -1.1462 0.344 -0.443 0.088
N -1.4091 -1.9555 2.1014 2.085 0.171 -1.386
N 0.8774 1.2581 -2.9100 -0.568 3.891 -4.531
C -0.4961 -1.8123 1.3821 -1.864 0.301 1.091
C 0.8126 -0.3149 0.1926 0.247 1.758 1.964
C 0.9229 0.5138 -2.0922 0.673 -3.745 5.699
H 0.0649 0.3811 0.5732 -0.418 0.169 -1.098
```
Positions in Å, forces in eV/Å.

The SMILES is N#COC(F)OC#N. As for the LUMO energy: 0.2 eV. For the HOMO energy, the calculation gives -12.2 eV.

(4)
ORCA calculation (ωB97M-V/def2-TZVPD) on a structure of composition C4H4P4 in a non-equilibrium geometry.

The geometry in XYZ format:
```
12
Properties=species:S:1:pos:R:3:forces:R:3
P -0.0983 1.3680 1.1280 -0.738 0.043 1.328
P -0.0430 -1.3781 -1.1730 -1.658 2.069 -1.101
P 0.3761 1.3732 -1.2885 -1.245 -0.541 -1.311
P -0.4374 -1.3423 1.2356 0.831 1.561 0.274
C -0.8692 0.1802 -1.5661 0.217 0.021 -1.191
C -1.2993 0.1686 1.4462 -0.296 -0.863 1.227
C 1.1360 -0.1130 -0.6747 5.597 -2.413 -1.176
C 1.0155 -0.0558 0.8475 0.303 -1.793 0.953
H -2.2938 0.1336 1.9292 0.464 0.697 -0.685
H 2.4963 -0.6314 -1.5092 -2.882 1.572 2.469
H 1.8599 -0.2086 1.5647 -0.476 0.317 -0.911
H -1.8427 0.5055 -1.9397 -0.119 -0.669 0.123
```
Positions in Å, forces in eV/Å.

As for the LUMO energy: -1.0 eV. For the HOMO energy, the calculation gives -8.2 eV.